# C42H44FeO3P2S

C42H44FeO3P2S as an isolated structure in a non-equilibrium geometry (the ωB97M-V functional and the def2-TZVPD basis, the OMol25 dataset).

Geometry (Å):
1 Fe 0.0017 0.9128 -4.0998
2 C -1.8362 0.9691 -5.6290
3 C -1.8189 -0.4126 -5.5079
4 C -1.2372 -1.3916 -6.4755
5 C 0.2381 -1.1216 -6.9513
6 C 1.0867 -0.2465 -6.1173
7 C 0.9655 1.1184 -5.9266
8 C 0.1438 1.9587 -6.8798
9 C -1.3538 1.5774 -6.9103
10 C 1.5482 0.2435 0.1031
11 H -2.4023 1.6107 -4.9073
12 H -2.3184 -0.9019 -4.6498
13 H -1.9158 -1.4707 -7.3857
14 H -1.1970 -2.4312 -6.0459
15 H 0.7447 -2.1070 -7.1300
16 H 0.1850 -0.6950 -7.9691
17 H 1.8348 -0.8258 -5.6234
18 H 1.6297 1.6834 -5.2705
19 H 0.5376 1.9122 -7.9156
20 H 0.1836 2.9961 -6.5265
21 H -1.9283 2.5152 -7.0170
22 H -1.6165 1.0265 -7.8505
23 H 0.5679 0.6584 0.0929
24 H 2.1322 0.8941 0.7607
25 H 1.3520 -0.7403 0.4777
26 P -1.7452 -0.7217 -1.8164
27 P 2.1476 0.1072 -1.5414
28 C -0.2988 -1.0457 -2.7918
29 C 1.0715 -0.5875 -2.6940
30 C -2.8283 -2.1803 -1.9370
31 C -2.9200 -3.1615 -2.9457
32 C -3.5561 -4.3837 -2.6679
33 C -4.0490 -4.6299 -1.3770
34 C -3.9407 -3.6709 -0.3552
35 C -3.3399 -2.4645 -0.6488
36 C -2.8281 0.6708 -2.4805
37 C -2.3306 1.9980 -2.6890
38 C -3.2248 3.0853 -2.6552
39 C -4.6164 2.9064 -2.6749
40 C -5.1078 1.5927 -2.7486
41 C -4.2255 0.4913 -2.7100
42 C 3.5525 -0.9759 -1.5287
43 C 3.3115 -2.3076 -1.1707
44 C 4.3827 -3.1787 -0.9606
45 C 5.7156 -2.8038 -1.1593
46 C 5.8869 -1.5308 -1.6818
47 C 4.8502 -0.6204 -1.8880
48 C 2.5721 1.7546 -2.1262
49 C 2.4772 2.9145 -1.3132
50 C 2.7153 4.2124 -1.8073
51 C 3.0761 4.4220 -3.1414
52 C 3.2544 3.2839 -3.9367
53 C 2.9861 1.9878 -3.4546
54 H -0.4210 -1.9690 -3.3950
55 H 1.6017 -1.0674 -3.5161
56 H -2.5282 -2.9897 -3.9446
57 H -3.6780 -5.1520 -3.4444
58 H -4.5376 -5.5713 -1.1287
59 H -4.3143 -3.8283 0.6612
60 H -3.2378 -1.6933 0.1086
61 H -1.2093 2.1558 -2.5591
62 H -2.7428 4.0596 -2.6464
63 H -5.2319 3.8228 -2.7032
64 H -6.2018 1.4926 -2.7692
65 H -4.6967 -0.4994 -2.7706
66 H 2.2851 -2.6526 -1.0336
67 H 4.2041 -4.1731 -0.5979
68 H 6.5687 -3.4778 -0.9742
69 H 6.8825 -1.2043 -1.9326
70 H 5.0225 0.3833 -2.2789
71 H 2.2325 2.8126 -0.2526
72 H 2.6202 5.0831 -1.1501
73 H 3.2943 5.4299 -3.5274
74 H 3.6086 3.4138 -4.9710
75 H 3.1040 1.1293 -4.1394
76 C 0.3552 0.8633 7.5998
77 C -0.0606 0.5836 6.1925
78 C -0.1610 -0.7564 5.8299
79 C -0.4881 -1.1371 4.5453
80 C -0.7338 -0.1062 3.6357
81 C -0.7083 1.2614 3.9339
82 C -0.3851 1.5765 5.2492
83 S -1.3301 -0.5745 1.9920
84 O -0.3201 -1.5257 1.5880
85 O -2.6859 -1.1972 2.0521
86 O -1.1422 0.6277 1.1744
87 H -0.4066 0.5029 8.3003
88 H 1.3230 0.4257 7.8632
89 H 0.4809 1.9278 7.7445
90 H 0.1219 -1.5504 6.5093
91 H -0.5339 -2.1711 4.1900
92 H -0.9063 1.9911 3.1287
93 H -0.2457 2.6207 5.5109

Force components x, y, z for each atom (eV/Å):
-0.75 -1.40 0.27
-0.72 -2.13 -0.14
-0.60 1.33 1.16
0.14 -1.03 -0.68
-0.34 -0.28 -1.98
-0.02 1.06 1.34
0.05 -1.04 -1.64
-0.38 0.31 -0.08
-0.51 1.14 -0.86
0.37 0.62 -0.15
0.47 -0.85 -0.83
0.27 0.70 -0.43
0.83 0.16 0.97
-0.44 1.10 -0.08
-0.44 0.85 0.44
-0.07 0.05 0.25
0.63 0.17 0.71
0.38 -0.26 -0.41
0.05 0.14 0.59
0.25 -0.09 -0.26
0.27 -0.24 -0.13
0.26 -0.10 1.05
-1.12 0.50 -0.13
0.27 -0.50 -0.10
0.14 -0.66 0.58
-0.28 1.14 0.63
-0.79 -0.01 -0.28
-0.74 -0.78 -0.75
-0.73 0.07 -1.06
0.40 -1.02 0.35
-0.42 0.01 0.55
-0.09 0.19 0.33
-0.05 0.19 0.32
-0.20 -0.26 -0.56
0.03 0.49 -0.72
-0.34 0.30 -1.59
-0.22 -1.03 1.98
0.91 -0.45 -0.64
0.85 0.07 -0.23
0.30 0.67 0.10
-0.19 0.48 0.63
0.95 -0.55 -0.48
0.30 -0.19 0.36
0.11 -0.15 0.18
-0.86 0.49 -0.36
0.83 0.47 -0.28
-0.28 -0.01 0.51
0.83 2.08 -0.20
0.09 -0.13 0.07
-0.16 -0.12 -0.10
0.26 -0.65 0.36
-0.04 -0.22 -0.34
0.25 0.01 -0.11
0.25 0.63 0.17
0.64 0.03 0.52
0.07 0.01 0.10
0.15 0.43 0.35
0.15 0.08 -0.27
0.12 -0.16 -0.46
0.02 -0.29 0.12
-1.19 0.14 -0.05
-0.46 0.12 -0.05
0.09 -0.87 0.18
0.58 -0.41 -0.20
0.55 0.32 0.27
0.27 0.04 0.16
-0.34 -0.32 0.03
-0.66 0.45 -0.11
0.25 0.08 -0.06
0.26 -0.28 0.17
-0.04 0.03 -0.40
-0.03 -0.49 -0.11
-0.21 -0.63 0.22
-0.24 -0.19 0.51
0.09 0.50 0.48
0.04 0.51 0.27
-0.40 -0.19 -0.48
0.43 -0.55 -0.40
-0.14 0.86 -0.61
-1.69 0.11 -0.96
0.15 -1.06 0.25
0.83 0.14 0.31
-0.20 -0.53 -0.47
0.78 -1.68 -0.18
1.80 1.69 0.39
-1.33 0.61 0.54
0.21 0.05 -0.01
-0.19 -0.23 -0.13
-0.12 0.37 0.17
-0.08 0.15 0.39
-0.01 0.40 0.30
0.05 -0.48 0.72
-0.18 -0.01 0.21

Calculated values
strongest force on any atom: 0.049 hartree/bohr
multiplicity: 5
HOMO-LUMO gap (alpha / beta): 5.3 / 6.4 eV
molar mass: 746.67 Da
E_tot: -114203.6565 eV
ΔE to the lowest compared entry with this formula, charge and spin: 38.40 kcal per mole
LUMO (alpha / beta): -0.37 / -0.50 eV

Here are the Mulliken charges for atoms 1 to 5, given in e: 0.326 -0.452 0.601 -1.050 -1.241

---

# C42H45N4O5S3TeV

C42H45N4O5S3TeV as an isolated structure (the ωB97M-V functional and the def2-TZVPD basis, the OMol25 dataset).

Geometry (Å):
1 V -0.4715 0.2968 -0.0865
2 C 0.8934 -0.2269 4.1365
3 C 0.3494 -0.5254 2.7678
4 N 0.1724 0.4226 1.8923
5 N 0.4657 1.7042 2.3673
6 C -0.1667 2.6387 1.7681
7 S -1.2826 2.4407 0.4462
8 S 0.0714 4.2706 2.4440
9 C -1.5583 4.3763 3.2675
10 C -1.7807 3.2527 4.2398
11 C -2.5977 2.1820 3.8953
12 C -2.7625 1.1096 4.7627
13 C -2.1176 1.1033 5.9898
14 C -1.2996 2.1707 6.3420
15 C -1.1291 3.2334 5.4700
16 C -0.0081 -1.9119 2.4711
17 C 0.2964 -2.9115 3.4161
18 C -0.0553 -4.2269 3.2315
19 C -0.7317 -4.5947 2.0667
20 C -1.0439 -3.6477 1.1219
21 C -0.7002 -2.2953 1.3010
22 O -1.0746 -1.4496 0.3637
23 H 1.1299 0.8232 4.2456
24 H 1.7883 -0.8276 4.3064
25 H 0.1539 -0.5056 4.8883
26 H -2.3353 4.3951 2.5041
27 H -1.5459 5.3441 3.7696
28 H -3.0903 2.1798 2.9302
29 H -3.3928 0.2774 4.4748
30 H -2.2464 0.2695 6.6686
31 H -0.7884 2.1698 7.2966
32 H -0.4703 4.0526 5.7350
33 H 0.8432 -2.6498 4.3100
34 H 0.2124 -4.9676 3.9731
35 H -1.0058 -5.6293 1.8997
36 H -1.5633 -3.9094 0.2089
37 C 1.6732 1.2917 -3.1939
38 C 1.9422 0.5853 -1.8963
39 O 3.0266 0.1147 -1.6089
40 N 0.8556 0.4721 -1.0472
41 Te 3.3393 -1.2783 0.9448
42 C 3.7662 -2.3271 2.7591
43 C 4.2587 -1.5893 3.8453
44 C 4.5160 -0.1045 3.7670
45 C 4.5400 -2.2373 5.0466
46 C 4.3499 -3.6016 5.2035
47 C 4.6559 -4.2908 6.5063
48 C 3.8491 -4.3151 4.1232
49 C 3.5463 -3.7062 2.9091
50 C 2.9845 -4.5588 1.8062
51 C 4.2432 -2.6627 -0.3731
52 C 5.6067 -2.9463 -0.2561
53 C 6.4853 -2.3012 0.7822
54 C 6.1795 -3.8670 -1.1324
55 C 5.4402 -4.4927 -2.1222
56 C 6.0747 -5.4712 -3.0729
57 C 4.0885 -4.1871 -2.2230
58 C 3.4696 -3.2883 -1.3630
59 C 1.9941 -3.0417 -1.5260
60 H 2.6118 1.6318 -3.6241
61 H 0.9804 2.1191 -3.0517
62 H 1.2142 0.5878 -3.8932
63 H 3.7503 0.4306 3.2062
64 H 5.4680 0.0979 3.2695
65 H 4.5563 0.3241 4.7695
66 H 4.9177 -1.6533 5.8804
67 H 5.1293 -3.6074 7.2111
68 H 5.3264 -5.1385 6.3546
69 H 3.7457 -4.6752 6.9718
70 H 3.6769 -5.3827 4.2263
71 H 2.5915 -5.4919 2.2110
72 H 3.7436 -4.7993 1.0597
73 H 2.1750 -4.0395 1.2900
74 H 6.3634 -1.2166 0.7733
75 H 7.5324 -2.5384 0.5936
76 H 6.2329 -2.6434 1.7886
77 H 7.2386 -4.0860 -1.0416
78 H 7.1419 -5.5753 -2.8774
79 H 5.9488 -5.1459 -4.1069
80 H 5.6161 -6.4580 -2.9840
81 H 3.4943 -4.6605 -2.9978
82 H 1.5944 -3.6610 -2.3294
83 H 1.7898 -1.9998 -1.7653
84 H 1.4480 -3.2686 -0.6069
85 N -2.0896 0.1023 -1.5256
86 C -1.6883 -0.0565 -2.9092
87 C -1.0964 -1.2471 -3.3040
88 C -0.6702 -1.3913 -4.6150
89 C -0.8265 -0.3512 -5.5226
90 C -1.4321 0.8283 -5.1185
91 C -1.8647 0.9804 -3.8080
92 S -0.1556 -0.4960 -7.1850
93 O -0.1574 -1.9261 -7.4465
94 O 1.1694 0.0902 -7.0419
95 O -1.0709 0.2799 -8.0060
96 H -2.7686 0.8519 -1.4445
97 H -2.5277 -0.7530 -1.1922
98 H -0.9583 -2.0442 -2.5807
99 H -0.2078 -2.3091 -4.9545
100 H -1.5598 1.6201 -5.8452
101 H -2.3286 1.9069 -3.4844

Force components x, y, z for each atom (eV/Å):
-0.03 0.01 0.00
-0.01 0.01 0.00
-0.01 0.00 0.00
0.03 -0.01 -0.01
0.01 -0.02 0.02
-0.04 0.01 0.02
0.00 0.01 0.00
0.00 0.02 0.00
0.01 -0.01 -0.01
0.00 0.00 -0.01
0.00 0.00 0.00
0.00 -0.01 0.00
0.01 0.00 0.00
0.00 0.00 0.00
0.00 0.00 0.00
0.00 0.00 0.00
-0.01 0.00 0.00
0.00 0.01 0.00
0.00 0.00 0.01
0.00 0.00 0.00
0.01 0.00 0.00
-0.01 0.00 0.00
0.00 0.00 0.00
-0.01 0.00 0.00
0.00 -0.01 0.00
0.00 0.00 0.00
0.00 0.00 0.00
0.00 0.00 0.00
0.00 0.00 0.00
0.00 0.00 0.00
0.00 0.00 0.00
0.00 0.00 0.00
0.00 0.00 0.00
0.00 0.00 0.00
0.00 0.00 0.00
0.00 0.00 0.00
0.00 -0.01 0.00
-0.04 0.00 0.01
0.02 0.04 -0.02
0.03 -0.02 0.01
0.00 -0.01 -0.02
0.06 0.01 -0.02
0.00 0.00 -0.01
0.01 0.01 0.02
-0.05 0.01 0.01
0.00 0.00 0.00
0.00 0.00 0.00
0.00 -0.01 -0.01
-0.01 -0.01 0.00
0.00 -0.01 0.01
0.00 0.00 0.00
0.01 0.01 0.01
0.00 0.00 0.00
0.01 0.00 0.00
-0.01 0.00 0.00
0.00 0.00 0.00
0.00 -0.01 0.00
0.00 0.00 0.00
0.00 0.01 -0.01
0.00 -0.01 0.00
0.00 0.00 0.00
0.00 0.00 0.00
-0.02 0.00 0.03
-0.02 0.00 -0.04
0.04 0.00 0.00
0.00 0.00 0.00
0.00 0.00 0.00
0.00 0.00 0.00
0.00 0.00 0.00
0.00 0.00 0.00
0.00 0.00 0.00
0.00 0.00 0.00
0.01 0.00 0.01
0.00 0.00 0.00
0.00 0.00 0.00
0.00 0.00 -0.01
0.00 0.00 0.00
0.00 0.00 0.00
0.00 0.00 0.00
0.00 0.00 0.00
0.00 0.00 0.00
0.00 0.00 0.00
0.00 0.00 0.00
0.00 0.00 0.00
0.02 0.01 0.02
0.01 -0.05 -0.01
-0.01 0.02 0.02
0.00 0.01 -0.01
0.02 -0.03 0.01
0.00 -0.01 -0.01
-0.01 0.01 0.00
0.00 0.01 0.00
0.00 0.00 0.00
0.00 0.00 0.00
0.00 0.01 0.00
0.01 0.01 -0.02
-0.02 0.01 0.00
0.00 0.00 0.00
0.00 0.00 -0.01
-0.01 0.00 0.01
0.00 0.00 0.00

Calculated values
strongest force on any atom: 0.001 hartree/bohr
multiplicity: 2
HOMO-LUMO gap (alpha / beta): 6.8 / 6.9 eV
molar mass: 960.59 Da
E_tot: -125974.5997 eV
ΔE to the lowest compared entry with this formula, charge and spin: 0.00 kcal per mole
LUMO (alpha / beta): 1.33 / 1.36 eV
charge: -1

Here are the Mulliken charges for atoms 1 to 5, given in e: 0.764 -1.401 1.261 1.739 -0.828

---

# C42H45N9OS2

C42H45N9OS2 as an isolated structure in a non-equilibrium geometry (the ωB97M-V functional and the def2-TZVPD basis, the OMol25 dataset).

Geometry (Å):
1 C 5.0867 -4.9419 -0.1930
2 C 5.7532 -4.3947 -1.4319
3 O 6.2049 -5.1492 -2.2353
4 N 5.8504 -2.9778 -1.6612
5 C 6.3246 -2.1944 -0.4998
6 C 4.6774 -2.4456 -2.2907
7 C 3.4364 -2.4016 -1.7288
8 C 2.3138 -1.8855 -2.4277
9 C 0.9620 -1.9036 -1.7401
10 C -0.0151 -2.8734 -2.4088
11 C 0.0895 -4.3184 -1.9494
12 S 1.5449 -5.1658 -2.6300
13 C 2.4309 -1.3797 -3.6898
14 C 3.7094 -1.3864 -4.3229
15 N 4.0010 -0.9317 -5.5328
16 S 5.6040 -1.1774 -5.7153
17 N 5.9503 -1.8349 -4.3124
18 C 4.8251 -1.9159 -3.6074
19 H 5.6522 -4.6962 0.7003
20 H 5.0712 -6.0195 -0.2724
21 H 4.0683 -4.5850 -0.0883
22 H 7.3710 -1.9510 -0.6464
23 H 6.1878 -2.7053 0.4481
24 H 5.7740 -1.2616 -0.4608
25 H 3.3078 -2.7646 -0.7238
26 H 1.0780 -2.1536 -0.6901
27 H 0.5606 -0.8947 -1.7841
28 H 0.0808 -2.8091 -3.4871
29 H -1.0366 -2.5626 -2.1965
30 H -0.7870 -4.8476 -2.3100
31 H 0.0405 -4.3715 -0.8675
32 H 1.8394 -6.0403 -1.6599
33 H 1.5755 -0.9917 -4.2215
34 N -1.9325 0.4820 -0.1955
35 C -2.1852 1.5306 0.5907
36 C -2.5449 2.7821 0.1182
37 C -2.6457 2.9599 -1.2525
38 C -2.3861 1.8850 -2.0876
39 C -2.0356 0.6737 -1.5121
40 H -2.0906 1.3509 1.6571
41 H -2.7327 3.5981 0.8047
42 H -2.9204 3.9232 -1.6626
43 H -2.4517 1.9797 -3.1627
44 H -1.8285 -0.1925 -2.1334
45 N -2.7379 -1.8423 -4.8393
46 C -4.0642 -1.8320 -4.9587
47 C -4.7747 -2.7137 -5.7592
48 C -4.0686 -3.6601 -6.4823
49 C -2.6878 -3.6861 -6.3739
50 C -2.0756 -2.7620 -5.5426
51 H -4.5807 -1.0740 -4.3794
52 H -5.8530 -2.6569 -5.8128
53 H -4.5851 -4.3660 -7.1199
54 H -2.0957 -4.4072 -6.9201
55 H -0.9974 -2.7515 -5.4295
56 N -1.9283 6.0308 1.5582
57 C -2.0660 7.0758 0.7430
58 C -1.2116 8.1667 0.7410
59 C -0.1543 8.1741 1.6371
60 C 0.0042 7.0963 2.4928
61 C -0.9048 6.0525 2.4136
62 H -2.9069 7.0311 0.0587
63 H -1.3714 8.9870 0.0547
64 H 0.5356 9.0079 1.6675
65 H 0.8115 7.0579 3.2098
66 H -0.8121 5.1939 3.0661
67 N -6.7726 -1.9107 2.4701
68 C -6.1337 -2.7182 1.6259
69 C -5.1166 -2.2993 0.7811
70 C -4.7417 -0.9653 0.8117
71 C -5.3979 -0.1112 1.6834
72 C -6.4003 -0.6325 2.4882
73 H -6.4583 -3.7533 1.6316
74 H -4.6306 -3.0016 0.1173
75 H -3.9532 -0.5974 0.1698
76 H -5.1384 0.9379 1.7390
77 H -6.9368 0.0020 3.1856
78 N 0.5996 5.2257 5.2699
79 C 1.7180 4.5156 5.4110
80 C 2.3751 4.3503 6.6205
81 C 1.8431 4.9579 7.7461
82 C 0.6809 5.7009 7.6170
83 C 0.1008 5.8017 6.3620
84 H 2.1017 4.0584 4.5051
85 H 3.2795 3.7605 6.6763
86 H 2.3264 4.8539 8.7090
87 H 0.2321 6.1919 8.4692
88 H -0.8110 6.3716 6.2168
89 N 2.0602 -0.4688 1.7177
90 C 0.7340 -0.4463 1.5719
91 C -0.1493 -0.9638 2.5075
92 C 0.3693 -1.5367 3.6571
93 C 1.7447 -1.5673 3.8255
94 C 2.5413 -1.0208 2.8305
95 H 0.3687 0.0017 0.6580
96 H -1.2160 -0.9188 2.3314
97 H -0.2877 -1.9529 4.4103
98 H 2.1919 -2.0050 4.7076
99 H 3.6224 -1.0227 2.9242

Force components x, y, z for each atom (eV/Å):
0.13 0.00 0.21
0.02 0.18 0.05
0.20 -0.55 -0.79
-0.42 0.17 1.01
-0.19 0.10 -0.58
0.16 -0.05 -0.20
0.81 0.00 -0.28
-0.49 0.32 -0.03
0.30 -0.10 -0.54
-0.12 0.09 0.34
-0.42 -0.23 -0.10
0.41 0.11 -0.20
0.19 -0.18 0.08
-0.64 -0.13 0.73
0.69 0.06 -0.51
-0.83 0.20 -0.02
0.56 -0.26 0.25
0.09 0.05 -0.31
-0.04 0.14 0.17
0.00 -0.21 -0.10
-0.10 0.17 0.07
0.25 -0.06 0.13
0.01 -0.08 0.13
-0.09 0.16 0.08
-0.15 -0.02 0.19
0.02 -0.04 0.19
-0.17 0.14 0.03
0.10 -0.02 -0.25
-0.15 0.09 0.09
-0.14 -0.12 -0.07
0.30 -0.01 0.22
-0.26 0.05 0.13
-0.11 0.09 -0.05
0.03 0.21 -0.13
0.05 -0.11 0.03
-0.04 0.05 0.06
-0.01 0.00 -0.03
-0.02 0.04 0.03
0.06 -0.17 0.02
-0.01 0.05 0.01
0.05 0.02 -0.01
0.00 0.01 0.01
0.01 -0.04 -0.01
-0.03 0.04 -0.07
0.00 -0.13 -0.06
0.01 0.11 0.10
0.02 0.00 -0.01
-0.02 -0.04 -0.03
-0.02 -0.01 0.00
0.05 0.12 0.09
-0.05 -0.02 -0.01
0.00 0.02 0.01
0.00 0.00 0.00
0.02 0.01 0.01
0.01 -0.04 -0.07
0.04 0.05 -0.05
-0.06 -0.08 0.01
0.02 0.00 0.02
0.02 0.02 0.00
0.01 0.07 -0.04
-0.15 -0.13 -0.06
0.01 0.05 -0.01
-0.02 0.00 -0.01
0.00 0.00 0.00
-0.02 -0.05 0.03
0.08 0.04 0.07
0.04 0.02 -0.03
-0.04 -0.04 0.04
-0.03 0.03 0.05
-0.02 -0.01 -0.09
-0.01 -0.04 0.01
-0.05 -0.01 0.05
0.03 -0.01 -0.03
-0.01 -0.01 0.00
-0.02 -0.06 0.05
-0.01 0.01 0.00
0.02 0.04 -0.02
0.09 -0.03 0.10
-0.04 -0.01 -0.09
-0.02 0.02 0.02
0.02 0.00 0.04
0.03 -0.02 -0.01
-0.07 0.02 -0.08
0.03 -0.02 0.03
0.00 0.00 -0.02
0.00 0.00 0.00
-0.02 0.01 -0.01
0.00 0.01 0.04
-0.05 -0.07 0.07
0.21 0.04 -0.05
-0.03 0.00 0.02
-0.02 -0.01 0.03
-0.02 0.00 -0.01
0.05 0.03 -0.07
-0.10 0.00 0.01
0.00 -0.01 -0.06
0.00 0.00 0.00
0.02 0.00 0.00
0.00 -0.02 0.04

Calculated values
strongest force on any atom: 0.021 hartree/bohr
HOMO-LUMO gap: 8.4 eV
molar mass: 756.02 Da
E_tot: -81411.2834 eV
LUMO: -0.16 eV

Here are the Mulliken charges for atoms 1 to 5, given in e: -1.099 0.755 -0.555 0.219 -0.888